(1)
{
  "formula": "C20H33NO18S",
  "method": "wB97M-V/def2-TZVPD",
  "species": ["C", "C", "O", "N", "C", "C", "C", "C", "S", "O", "O", "C", "O", "O", "C", "O", "H", "H", "H", "H", "H", "H", "H", "H", "H", "C", "O", "C", "O", "O", "C", "H", "H", "H", "H", "H", "H", "C", "O", "C", "O", "O", "C", "H", "H", "H", "H", "H", "H", "C", "O", "C", "O", "O", "C", "H", "H", "H", "H", "H", "H", "C", "O", "C", "O", "O", "C", "H", "H", "H", "H", "H", "H"],
  "positions_angstrom": [[4.8893, -1.5511, 2.5454], [4.0194, -0.3184, 2.4158], [4.2967, 0.6590, 3.0671], [2.8991, -0.2660, 1.5135], [3.2303, 0.4175, 0.2267], [2.3165, -1.5153, 1.2466], [1.1403, -1.9375, 1.7032], [0.1312, -1.3032, 2.5957], [-0.0735, 0.4825, 2.3864], [-1.4535, 0.8250, 2.5245], [0.8564, 1.1697, 3.2299], [0.8901, -3.2893, 1.0687], [-0.1478, -3.7905, 0.7429], [2.1666, -3.7956, 0.8549], [2.8643, -2.6736, 0.4165], [3.6612, -2.6477, -0.4686], [5.1866, -1.6118, 3.5850], [5.8005, -1.3877, 1.9813], [4.4094, -2.4892, 2.2912], [4.0803, -0.0551, -0.2550], [3.3908, 1.4711, 0.3983], [2.3735, 0.2963, -0.4273], [-0.8489, -1.7220, 2.3767], [0.3315, -1.5098, 3.6416], [0.3558, 0.6865, 1.1071], [-4.0333, -4.4825, -4.9631], [-2.8048, -4.7853, -4.2964], [-2.9035, -4.8498, -2.9693], [-3.9053, -4.6774, -2.3277], [-1.7005, -5.1369, -2.4775], [-1.6571, -5.2382, -1.0485], [-3.8234, -4.4569, -6.0285], [-4.7771, -5.2527, -4.7676], [-4.4080, -3.5081, -4.6554], [-2.3109, -6.0402, -0.7056], [-1.9413, -4.2997, -0.5930], [-0.6389, -5.4755, -0.7802], [3.9828, 3.7972, 2.1609], [4.5007, 4.4370, 0.9881], [4.7201, 5.7430, 1.1256], [4.5244, 6.3920, 2.1165], [5.1962, 6.2060, -0.0310], [5.4787, 7.6058, -0.0268], [3.8536, 2.7508, 1.9266], [4.6833, 3.8816, 2.9885], [3.0177, 4.2187, 2.4367], [6.2399, 7.8424, 0.7143], [4.5743, 8.1804, 0.1641], [5.8554, 7.8525, -1.0153], [-4.9722, -1.8217, -10.5953], [-4.1652, -0.9370, -9.8160], [-3.9186, -1.3674, -8.5816], [-4.3090, -2.3982, -8.1018], [-3.1636, -0.4588, -7.9682], [-2.8201, -0.7951, -6.6230], [-5.0961, -1.3567, -11.5688], [-4.4786, -2.7836, -10.7194], [-5.9501, -1.9547, -10.1365], [-2.2425, -1.7176, -6.5917], [-3.7146, -0.8875, -6.0094], [-2.2105, 0.0193, -6.2427], [-1.0684, 2.1094, 5.3727], [-1.7504, 1.7317, 6.5789], [-2.6210, 2.6309, 7.0227], [-2.8693, 3.6907, 6.5137], [-3.1778, 2.1540, 8.1392], [-4.1413, 3.0263, 8.7279], [-0.3934, 1.3066, 5.1259], [-1.7743, 2.2468, 4.5605], [-0.4859, 3.0155, 5.5323], [-4.9700, 3.2023, 8.0444], [-3.6818, 3.9704, 9.0148], [-4.5142, 2.5270, 9.6179]],
  "total_charge": 0,
  "energy_ev": -70453.1994,
  "gap_ev": 9.20,
  "smiles": "CC(=O)N(C)C1=C(C[SH](=O)=O)C(=O)OC1=O.COC(=O)OC.COC(=O)OC.COC(=O)OC.COC(=O)OC",
  "spin_multiplicity": 1,
  "fmax_ha_per_bohr": 0.037
}

=====

(2)
{
  "formula": "C20H34AsF6N2O6S3",
  "method": "wB97M-V/def2-TZVPD",
  "species": ["As", "F", "F", "F", "F", "F", "F", "C", "C", "C", "S", "O", "O", "C", "H", "H", "H", "H", "H", "H", "H", "H", "C", "C", "C", "S", "O", "O", "C", "H", "H", "H", "H", "H", "H", "H", "H", "C", "C", "C", "S", "O", "O", "C", "H", "H", "H", "H", "H", "H", "H", "H", "N", "C", "C", "C", "C", "H", "H", "H", "H", "H", "N", "C", "C", "C", "C", "H", "H", "H", "H", "H"],
  "positions_angstrom": [[-1.5974, 15.8231, 1.5752], [-2.4484, 14.5330, 2.4913], [-2.7487, 16.9499, 2.2630], [-0.8562, 17.3113, 0.7431], [-0.3463, 14.6498, 0.9869], [-2.7519, 15.6582, 0.2515], [-0.4490, 15.9588, 2.9974], [-0.4729, 14.4412, 5.6718], [0.4539, 13.7051, 6.6633], [0.0685, 12.1808, 6.5073], [-1.7755, 12.0597, 6.0359], [-2.4981, 11.7727, 7.2578], [-1.9955, 11.2885, 4.8126], [-1.9138, 13.8663, 5.6294], [0.0093, 14.4260, 4.6944], [-0.3980, 15.5203, 5.8060], [0.3764, 14.1522, 7.6544], [1.5043, 13.7381, 6.3741], [0.2373, 11.4421, 7.2908], [0.4908, 11.7451, 5.6018], [-2.4012, 14.2730, 6.5155], [-2.6913, 13.9842, 4.8746], [-7.3653, 17.4650, 0.0554], [-8.1475, 18.6311, 0.5006], [-8.5142, 18.4536, 2.0319], [-7.2872, 17.1708, 2.6397], [-7.9401, 15.8752, 2.6616], [-6.4471, 17.6758, 3.6851], [-6.2916, 17.1288, 1.1325], [-6.8597, 17.6432, -0.8937], [-7.9842, 16.5688, 0.0107], [-9.0746, 18.6995, -0.0686], [-7.6098, 19.5273, 0.1909], [-9.5339, 18.4277, 2.4164], [-8.1603, 19.3236, 2.5850], [-5.5618, 16.3256, 1.0304], [-5.6411, 18.0005, 1.2046], [3.2553, 13.9613, 0.0579], [4.0000, 12.6999, -0.4094], [4.9760, 13.0895, -1.5703], [4.2679, 14.6553, -2.2931], [3.8004, 14.5224, -3.6617], [5.3678, 15.6019, -2.0785], [2.8943, 14.8505, -1.1204], [3.8803, 14.4468, 0.8074], [2.3910, 13.6833, 0.6610], [3.3182, 11.9308, -0.7724], [4.5759, 12.1482, 0.3336], [5.0463, 12.3345, -2.3534], [5.9288, 13.3962, -1.1386], [2.0692, 14.6556, -1.8054], [2.7280, 15.8961, -0.8611], [1.4769, 18.5962, 1.3728], [2.1290, 18.0855, 2.4159], [3.3080, 18.7453, 2.5159], [3.3274, 19.7109, 1.5303], [2.2614, 19.5665, 0.7761], [0.5148, 18.3704, 1.1643], [1.8228, 17.2188, 2.9829], [4.1672, 18.3937, 3.0679], [4.2037, 20.2867, 1.2714], [1.8147, 19.9615, -0.1244], [-1.8961, 19.8750, 0.3101], [-3.0859, 19.7939, -0.2750], [-3.8848, 20.6052, 0.4940], [-3.1736, 21.4448, 1.2681], [-1.9672, 20.7938, 1.3350], [-1.0675, 19.3845, 0.0049], [-3.3490, 19.1972, -1.1359], [-4.9376, 20.7033, 0.2743], [-3.6954, 22.2452, 1.7717], [-1.1139, 20.8912, 1.9898]],
  "total_charge": -1,
  "energy_ev": -146207.5784,
  "gap_ev": 8.20,
  "de_lowest_kcal_mol": 85.34,
  "spin_multiplicity": 1,
  "fmax_ha_per_bohr": 0.110
}

=====

(3)
{
  "formula": "C20H34Br14F2O6",
  "method": "wB97M-V/def2-TZVPD",
  "species": ["O", "C", "O", "C", "C", "F", "O", "H", "H", "H", "O", "C", "O", "C", "C", "F", "O", "H", "H", "H", "Br", "C", "C", "Br", "H", "H", "H", "H", "Br", "C", "C", "Br", "H", "H", "H", "H", "Br", "C", "C", "Br", "H", "H", "H", "H", "Br", "C", "C", "Br", "H", "H", "H", "H", "Br", "C", "C", "Br", "H", "H", "H", "H", "Br", "C", "C", "Br", "H", "H", "H", "H", "Br", "C", "C", "Br", "H", "H", "H", "H"],
  "positions_angstrom": [[-2.2064, 1.7442, -0.2873], [-1.1678, 1.4536, 0.2259], [-0.9634, 0.3803, 0.9795], [0.3939, 0.3496, 1.4919], [1.0830, 1.3999, 0.5923], [1.6855, 0.6669, -0.3977], [0.0210, 2.1224, 0.0911], [0.4187, 0.7048, 2.5725], [0.7278, -0.7040, 1.4706], [1.7926, 1.9991, 1.1864], [-8.2529, 2.1769, 0.0713], [-7.1976, 1.7068, -0.2725], [-6.1415, 1.6256, 0.5001], [-5.1031, 0.9533, -0.1446], [-5.7382, 0.4299, -1.3953], [-6.0207, -0.9342, -1.3529], [-6.9827, 1.1446, -1.4978], [-4.2909, 1.6587, -0.3114], [-4.7103, 0.1755, 0.4978], [-5.1155, 0.6171, -2.2433], [2.1312, 4.9760, -1.6417], [2.4356, 3.1273, -2.2192], [2.0123, 2.8005, -3.6128], [0.1413, 2.9420, -3.5754], [1.9184, 2.5549, -1.4767], [3.5162, 2.8755, -1.9797], [2.3206, 1.7603, -3.7159], [2.3876, 3.5869, -4.3575], [5.7641, -4.7757, 2.1025], [5.1588, -3.2139, 3.0351], [5.2450, -3.5771, 4.4942], [4.8321, -1.8047, 5.5300], [4.1117, -3.0295, 2.8285], [5.8055, -2.3848, 2.8714], [6.2436, -3.8128, 4.8217], [4.5112, -4.3082, 4.9329], [-4.5027, -4.5146, 3.1155], [-2.9576, -3.3434, 3.1705], [-2.4635, -2.9062, 1.7882], [-1.3359, -4.2761, 1.0548], [-2.1416, -3.8008, 3.7394], [-3.3959, -2.5348, 3.6554], [-1.7996, -2.0835, 1.8884], [-3.2365, -2.7254, 1.1008], [4.6046, -0.4201, 0.9756], [5.6420, 1.2041, 1.4615], [4.6684, 2.2985, 1.6618], [3.8340, 2.3886, 3.4193], [6.3935, 1.5671, 0.6931], [6.2787, 0.9258, 2.2576], [3.8589, 2.2252, 0.8956], [5.1645, 3.2341, 1.5174], [-0.7980, 7.4394, 0.3353], [-0.8336, 5.5473, 0.8130], [-1.8421, 5.2160, 1.8858], [-1.3234, 3.5465, 2.8444], [0.1820, 5.4666, 1.1532], [-0.9514, 4.8922, -0.0869], [-2.8506, 4.8397, 1.7171], [-1.7313, 5.9330, 2.6573], [0.6440, -4.1328, -4.4177], [1.9166, -2.9395, -3.6723], [2.5729, -2.1861, -4.8250], [3.8151, -0.8584, -4.1012], [2.6730, -3.4328, -3.0927], [1.3730, -2.2878, -3.0569], [1.7967, -1.6501, -5.4695], [3.0440, -2.8311, -5.4776], [-2.6847, -1.3186, -1.7045], [-3.0284, -2.9343, -2.8987], [-3.7104, -3.9520, -1.9896], [-4.1511, -5.5637, -3.0845], [-2.0449, -3.1229, -3.2903], [-3.6567, -2.5559, -3.6456], [-4.6683, -3.5280, -1.6638], [-3.1201, -4.2125, -1.1378]],
  "total_charge": 0,
  "energy_ev": -1019606.0683,
  "gap_ev": 10.07,
  "smiles": "O=C1OC[C@@H](F)O1.O=C1OC[C@@H](F)O1.BrCCBr.BrCCBr.BrCCBr.BrCCBr.BrCCBr.BrCCBr.BrCCBr",
  "de_lowest_kcal_mol": 5.74,
  "spin_multiplicity": 1,
  "fmax_ha_per_bohr": 0.062
}

=====

| no. | E_HOMO (eV) |
| --- | --- |
| 1 | -10.62 |
| 2 | -5.81 |
| 3 | -10.22 |